1.
ORCA calculation (wB97M-V/def2-TZVPD) on C20H41BCaClF13KN2NaO13PS as an isolated structure at a distorted geometry.

Properties
E_LUMO in eV: -6.89

```
! RIJCOSX wB97M-V def2-TZVPD def2/J DEFGRID3
* xyz 1 1
C -2.000 3.122 -6.433
C -0.454 3.274 -6.211
O 0.078 2.494 -5.154
B 0.123 1.174 -4.966
O 0.538 0.181 -5.772
N -0.332 0.676 -3.529
F -0.893 -0.579 -3.720
C -1.406 1.586 -2.983
C -1.973 1.142 -1.650
C 0.913 0.595 -2.658
C 0.884 -0.513 -1.603
C 1.193 -1.921 -2.041
O 1.905 -0.194 -0.677
H -2.266 2.205 -6.991
H -2.431 3.118 -5.445
H -2.405 4.076 -6.939
H -0.285 4.315 -5.935
H 0.148 3.153 -7.120
H 0.952 0.493 -6.586
H -0.995 2.584 -2.955
H -2.205 1.530 -3.712
H -2.952 1.586 -1.526
H -2.101 0.066 -1.618
H -1.338 1.427 -0.818
H 1.773 0.466 -3.310
H 0.995 1.562 -2.179
H -0.075 -0.546 -1.094
H 0.298 -2.340 -2.484
H 2.025 -2.043 -2.734
H 1.393 -2.508 -1.152
H 1.817 0.702 -0.333
F -1.823 -3.751 0.826
P -0.635 -4.688 0.186
F -0.315 -6.120 0.872
F -0.805 -3.642 -1.160
F 0.228 -4.038 1.452
F 0.907 -4.823 -0.541
F -1.836 -5.524 -0.545
Ca -0.823 3.155 -8.451
C 3.192 -3.987 2.614
C 2.599 -3.101 3.687
O 3.235 -3.244 4.966
C 4.638 -2.935 5.059
C 4.956 -1.510 4.659
H 3.152 -5.035 2.913
H 2.625 -3.872 1.692
H 4.235 -3.732 2.415
H 1.554 -3.372 3.847
H 2.611 -2.051 3.383
H 5.198 -3.648 4.455
H 4.935 -3.096 6.115
H 4.697 -1.321 3.615
H 6.021 -1.325 4.784
H 4.413 -0.795 5.275
C 1.229 -3.873 8.435
C 0.621 -2.523 8.013
O -0.490 -2.733 7.117
C -1.643 -3.044 7.708
O -1.844 -3.171 8.873
C -2.749 -3.186 6.625
F -2.310 -3.905 5.586
F -3.091 -1.964 6.183
F -3.819 -3.775 7.140
H 1.484 -4.479 7.561
H 2.143 -3.711 9.031
H 0.521 -4.449 9.029
H 1.339 -1.922 7.456
H 0.325 -1.938 8.880
C 6.110 -1.211 8.501
F 5.538 -0.790 7.345
F 6.974 -2.186 8.176
F 6.804 -0.190 9.001
S 4.830 -1.802 9.674
O 4.201 -2.882 8.901
O 3.984 -0.652 9.838
O 5.588 -2.232 10.802
C -5.249 4.014 -8.486
O -4.754 4.912 -9.141
N -5.957 4.151 -7.360
C -6.494 3.023 -6.634
C -6.190 5.510 -6.860
H -5.130 2.950 -8.792
H -7.581 3.082 -6.568
H -6.095 2.991 -5.617
H -6.232 2.098 -7.147
H -6.727 6.097 -7.603
H -5.244 6.010 -6.657
H -6.778 5.454 -5.948
Cl -1.814 5.892 -6.895
K 2.598 -3.177 6.795
C -2.159 9.987 -5.812
O -2.967 9.120 -5.360
O -1.514 9.584 -6.978
O -1.922 11.076 -5.312
H -1.927 8.712 -7.021
Na 2.512 -3.295 -4.268
*
```

2.
ORCA calculation (wB97M-V/def2-TZVPD) on C20H41BeCl5F2MgN2O20SSi2 as an isolated structure at a distorted geometry.

Properties
E_LUMO in eV: -10.56

```
! RIJCOSX wB97M-V def2-TZVPD def2/J DEFGRID3
* xyz 2 1
C 3.050 -2.786 3.000
C 1.761 -3.852 2.988
O 1.726 -4.735 3.987
O 0.836 -3.745 1.855
C -0.545 -4.104 2.201
O -0.962 -5.285 2.692
C -1.767 -3.000 1.913
Si -2.419 -2.143 3.514
O -1.168 -1.561 4.601
Si -0.641 0.077 4.145
C -0.015 -0.053 2.308
C 1.304 0.882 2.004
C 1.195 1.376 0.415
Cl 1.367 2.444 3.047
H 3.877 -3.238 3.730
H 2.743 -1.757 3.465
H 3.573 -2.702 1.945
H -1.422 -2.183 1.148
H -2.654 -3.595 1.381
H -3.365 -3.042 4.214
H -3.243 -0.969 3.127
H -1.775 1.035 4.104
H 0.367 0.635 5.047
H 0.332 -1.180 2.143
H -0.910 0.117 1.560
H 2.301 0.233 2.097
H 2.031 0.757 -0.169
H 0.147 1.122 -0.068
H 1.472 2.506 0.283
Mg 2.735 -4.849 5.593
O 0.604 5.719 3.993
H -0.015 5.787 4.736
H 0.417 4.848 3.612
F -0.265 -5.322 5.150
C -0.729 0.845 -5.859
O 0.185 1.902 -5.609
C -0.136 2.627 -4.421
C 1.116 3.299 -3.850
O 1.966 2.390 -3.137
C 2.722 1.477 -3.944
C 3.859 2.157 -4.711
O 3.352 2.792 -5.886
C 4.224 3.799 -6.369
H -1.738 1.238 -6.011
H -0.410 0.321 -6.764
H -0.721 0.130 -5.030
H -0.562 1.960 -3.666
H -0.875 3.388 -4.689
H 0.792 4.036 -3.108
H 1.673 3.845 -4.614
H 2.069 0.900 -4.602
H 3.167 0.767 -3.239
H 4.589 1.405 -5.032
H 4.352 2.889 -4.063
H 4.361 4.581 -5.618
H 3.770 4.250 -7.257
H 5.190 3.366 -6.647
C -6.565 -2.910 1.785
Cl -5.864 -4.318 2.624
Cl -6.639 -3.237 0.035
Cl -8.208 -2.608 2.404
Cl -5.547 -1.477 2.079
C -3.050 0.109 -3.062
C -4.306 0.697 -2.425
O -4.211 0.369 -1.041
S -2.639 0.346 -0.608
O -2.317 1.621 -0.007
O -2.359 -0.919 0.031
O -2.007 0.319 -2.111
H -3.155 -0.969 -3.220
H -2.803 0.593 -4.011
H -5.222 0.286 -2.856
H -4.319 1.788 -2.513
C -3.193 -3.997 -5.129
N -4.140 -2.930 -5.549
O -5.056 -3.255 -6.314
O -3.938 -1.796 -5.100
H -3.489 -4.938 -5.597
H -2.195 -3.700 -5.458
H -3.245 -4.074 -4.041
C 1.362 -0.795 8.298
C 2.392 -0.780 9.375
O 3.297 0.214 8.951
C 2.548 1.088 8.223
O 2.910 2.213 7.921
O 1.337 0.554 7.878
F 3.049 -1.960 9.431
H 1.642 -1.433 7.453
H 0.381 -1.110 8.665
H 2.001 -0.523 10.366
N 6.592 4.247 -2.877
O 6.050 4.920 -3.770
O 6.111 3.149 -2.549
O 7.614 4.671 -2.313
Be -5.708 -1.255 -6.599
*
```

3.
ORCA calculation (wB97M-V/def2-TZVPD) on C20H41BiN4O4 as an isolated structure at a distorted geometry.

Properties
E_LUMO (alpha / beta) in eV: 0.38 / 0.37
ΔE to the lowest compared entry with this formula, charge and spin in kJ/mol: 563.45

```
! RIJCOSX wB97M-V def2-TZVPD def2/J DEFGRID3
* xyz 0 1
Bi 0.000 0.000 0.000
C 2.278 1.464 -2.412
C 1.208 0.365 -2.549
C -0.190 0.993 -2.874
C -1.088 1.869 -1.907
C -2.220 2.430 -2.866
C -0.427 3.144 -1.400
N -1.914 0.962 -0.882
C -2.221 1.415 0.458
C -1.831 0.518 1.604
N -0.443 0.594 2.101
C -0.176 1.974 2.626
C 0.678 2.611 1.566
O 0.796 3.868 1.601
O 1.060 1.756 0.727
C -0.364 -0.328 3.281
C -1.149 -1.662 3.318
C 1.093 -0.608 3.624
C 1.998 -1.181 2.494
C 2.533 -2.536 3.069
C 3.211 -0.206 2.397
N 1.303 -1.440 1.157
C 2.379 -1.906 0.217
C 2.553 -1.016 -0.989
N 1.269 -0.725 -1.561
C 0.411 -1.890 -1.857
C -0.881 -1.769 -1.017
O -1.902 -1.423 -1.720
O -0.815 -1.838 0.238
H 2.110 2.274 -3.131
H 3.275 1.062 -2.628
H 2.313 1.903 -1.415
H 1.492 -0.119 -3.498
H -0.818 0.199 -3.300
H 0.002 1.631 -3.752
H -1.801 3.067 -3.654
H -2.946 3.032 -2.307
H -2.762 1.620 -3.370
H -0.222 3.822 -2.241
H 0.550 2.989 -0.973
H -1.051 3.719 -0.713
H -1.652 0.063 -1.407
H -2.808 1.063 -1.422
H -3.317 1.490 0.477
H -1.886 2.441 0.600
H -2.142 -0.489 1.336
H -2.500 0.788 2.437
H 0.418 1.998 3.545
H -1.088 2.550 2.818
H -0.791 0.211 4.143
H -0.825 -2.382 2.568
H -2.229 -1.510 3.220
H -1.010 -2.146 4.292
H 1.102 -1.275 4.499
H 1.537 0.314 4.020
H 2.991 -2.390 4.055
H 3.302 -3.005 2.449
H 1.717 -3.259 3.187
H 3.640 -0.024 3.391
H 2.917 0.764 1.993
H 4.041 -0.578 1.792
H 0.934 -2.182 1.266
H 2.128 -2.930 -0.093
H 3.369 -2.048 0.656
H 3.211 -1.497 -1.722
H 3.057 -0.110 -0.640
H 0.872 -2.860 -1.654
H 0.161 -1.931 -2.925
H 0.583 0.707 -1.625
H 1.725 0.642 0.308
*
```